This record from OMol25 describes one molecule with the formula C2H6NO2P at a distorted geometry. The level of theory is wB97M-V/def2-TZVPD.

Element x y z (Å)
C 1.372 -0.892 -0.223
P 0.387 0.514 0.439
O 0.843 1.844 0.022
C -1.431 0.071 0.179
N -2.073 1.152 -0.271
O -1.870 -1.012 0.469
H 1.166 -0.836 -1.317
H 2.284 -0.497 0.135
H 1.268 -1.819 0.039
H 0.487 0.407 1.766
H -3.140 1.093 -0.468
H -1.539 1.901 -0.466

Results
* electronic energy: -17045.1950 eV
* total charge: 0
* energy above the lowest of the compared OMol25 structures with the same formula, charge and spin: 13.2 kcal/mol
* frontier orbital gap: 10.56 eV